No. 1
This record from the Open Molecules 2025 dataset describes a 8-piece molecular cluster, C46H48N11OP overall in a non-equilibrium geometry. The level of theory is ωB97M-V with the def2-TZVPD basis set.

Each atom is followed by the atoms it is bonded to, with distances in Å.
Element x y z (Å)
1 O -1.54405 -0.08345 -3.62873  P2 1.484
2 P -1.23040 0.31887 -2.23467  O1 1.484, C3 1.831, H18 1.408, H19 1.404
3 C -0.31508 -1.00972 -1.36823  P2 1.831, N4 1.325, N17 1.322
4 N -0.69307 -1.27545 -0.12692  C3 1.325, N5 1.323
5 N -0.01009 -2.21935 0.50072  N4 1.323, C6 1.338
6 C 0.94971 -2.82968 -0.20317  N5 1.338, C7 1.494, N16 1.336
7 C 1.70472 -3.89846 0.51764  C6 1.494, C8 1.524, H20 1.080, H21 1.095
8 C 3.14947 -4.05059 0.05649  C7 1.524, C9 1.563, H22 1.088, H23 1.083
9 C 4.06551 -2.84477 0.44180  C8 1.563, C10 1.501, H24 1.086, H25 1.088
10 C 3.35020 -1.77449 1.21337  C9 1.501, C11 1.395, C15 1.399
11 C 2.97609 -1.91520 2.54958  C10 1.395, C12 1.389, H26 1.081
12 C 2.29393 -0.89654 3.20354  C11 1.389, C13 1.393, H27 1.079
13 C 1.97122 0.27785 2.52794  C12 1.393, C14 1.388, H28 1.077
14 C 2.33706 0.44503 1.19931  C13 1.388, C15 1.393, H29 1.079
15 C 3.03337 -0.57802 0.56050  C10 1.399, C14 1.393, H30 1.082
16 N 1.29091 -2.56500 -1.46697  C6 1.336, N17 1.314
17 N 0.64135 -1.59503 -2.06941  C3 1.322, N16 1.314
18 H -0.33190 1.40245 -2.28092  P2 1.408
19 H -2.33175 0.67451 -1.43961  P2 1.404
20 H 1.58963 -3.76583 1.58294  C7 1.080
21 H 1.18734 -4.83364 0.28124  C7 1.095
22 H 3.53160 -4.96863 0.49741  C8 1.088
23 H 3.19873 -4.20669 -1.01409  C8 1.083
24 H 4.43223 -2.40564 -0.48163  C9 1.086
25 H 4.95179 -3.21505 0.95219  C9 1.088
26 H 3.21735 -2.83997 3.05460  C11 1.081
27 H 2.01457 -1.04878 4.23475  C12 1.079
28 H 1.44089 1.06814 3.03235  C13 1.077
29 H 2.08695 1.33458 0.64296  C14 1.079
30 H 3.32223 -0.43602 -0.47210  C15 1.082
31 N -2.60298 0.96737 -8.86618  C32 1.331, C36 1.333
32 C -3.35337 2.06385 -8.78512  N31 1.331, C33 1.387, H37 1.085
33 C -3.60806 2.73468 -7.59856  C32 1.387, C34 1.386, H38 1.082
34 C -3.05410 2.23547 -6.43010  C33 1.386, C35 1.386, H39 1.084
35 C -2.27147 1.09299 -6.49044  C34 1.386, C36 1.388, H40 1.086
36 C -2.07821 0.50368 -7.73227  N31 1.333, C35 1.388, H41 1.084
37 H -3.76913 2.41886 -9.72209  C32 1.085
38 H -4.22407 3.62395 -7.59321  C33 1.082
39 H -3.23087 2.73020 -5.48204  C34 1.084
40 H -1.82287 0.67017 -5.59655  C35 1.086
41 H -1.47135 -0.38981 -7.82895  C36 1.084
42 N 8.26768 -3.48137 3.84304  C43 1.332, C47 1.331
43 C 7.06929 -2.90046 3.83689  N42 1.332, C44 1.387, H48 1.085
44 C 6.75065 -1.79930 3.05659  C43 1.387, C45 1.385, H49 1.082
45 C 7.73355 -1.26848 2.23724  C44 1.385, C46 1.385, H50 1.083
46 C 8.98697 -1.85860 2.23197  C45 1.385, C47 1.387, H51 1.081
47 C 9.20003 -2.95892 3.04926  N42 1.331, C46 1.387, H52 1.085
48 H 6.32933 -3.34537 4.49384  C43 1.085
49 H 5.75742 -1.37055 3.08948  C44 1.082
50 H 7.52468 -0.40908 1.61273  C45 1.083
51 H 9.78364 -1.47663 1.60842  C46 1.081
52 H 10.16579 -3.45198 3.07275  C47 1.085
53 N 0.40723 3.58581 0.46944  C54 1.331, C58 1.333
54 C -0.17763 3.79393 1.64699  N53 1.331, C55 1.387, H59 1.084
55 C -1.50337 4.17697 1.78761  C54 1.387, C56 1.384, H60 1.081
56 C -2.26437 4.35032 0.64418  C55 1.384, C57 1.387, H61 1.082
57 C -1.67226 4.13511 -0.59099  C56 1.387, C58 1.385, H62 1.082
58 C -0.33954 3.75873 -0.62093  N53 1.333, C57 1.385, H63 1.086
59 H 0.45257 3.64812 2.51707  C54 1.084
60 H -1.92603 4.33429 2.76994  C55 1.081
61 H -3.30230 4.64909 0.71314  C56 1.082
62 H -2.22915 4.25976 -1.50995  C57 1.082
63 H 0.16614 3.57983 -1.56510  C58 1.086
64 N -4.72401 -2.39990 -2.63170  C65 1.337, C69 1.332
65 C -4.12437 -1.52775 -3.44884  N64 1.337, C66 1.387, H70 1.076
66 C -4.80864 -0.54827 -4.15328  C65 1.387, C67 1.385, H71 1.079
67 C -6.18400 -0.46962 -4.00850  C66 1.385, C68 1.386, H72 1.083
68 C -6.82074 -1.36807 -3.16659  C67 1.386, C69 1.386, H73 1.082
69 C -6.04701 -2.30780 -2.50372  N64 1.332, C68 1.386, H74 1.085
70 H -3.05650 -1.62669 -3.53585  C65 1.076
71 H -4.27253 0.13019 -4.79913  C66 1.079
72 H -6.75232 0.27997 -4.54528  C67 1.083
73 H -7.89288 -1.34244 -3.02620  C68 1.082
74 H -6.50551 -3.02749 -1.83347  C69 1.085
75 N -0.68109 -5.02740 2.76491  C76 1.332, C80 1.332
76 C -1.74609 -4.97781 1.96697  N75 1.332, C77 1.387, H81 1.085
77 C -2.80241 -5.87332 2.03725  C76 1.387, C78 1.386, H82 1.081
78 C -2.74885 -6.87892 2.98885  C77 1.386, C79 1.386, H83 1.082
79 C -1.64770 -6.94601 3.82709  C78 1.386, C80 1.387, H84 1.081
80 C -0.64610 -5.99911 3.67484  N75 1.332, C79 1.387, H85 1.085
81 H -1.74612 -4.17493 1.23644  C76 1.085
82 H -3.64288 -5.78271 1.36288  C77 1.081
83 H -3.55244 -7.59893 3.07586  C78 1.082
84 H -1.56490 -7.71469 4.58302  C79 1.081
85 H 0.23149 -6.01461 4.31220  C80 1.085
86 N -0.93251 0.66394 3.54684  C87 1.335, C91 1.333
87 C -1.41053 -0.45788 3.00461  N86 1.335, C88 1.388, H92 1.081
88 C -2.64846 -0.99495 3.32862  C87 1.388, C89 1.385, H93 1.082
89 C -3.42973 -0.33938 4.26515  C88 1.385, C90 1.386, H94 1.083
90 C -2.94623 0.82566 4.83944  C89 1.386, C91 1.386, H95 1.082
91 C -1.69850 1.28187 4.44522  N86 1.333, C90 1.386, H96 1.086
92 H -0.77404 -0.94617 2.27946  C87 1.081
93 H -2.98729 -1.90682 2.85560  C88 1.082
94 H -4.40033 -0.72956 4.54455  C89 1.083
95 H -3.52218 1.36891 5.57629  C90 1.082
96 H -1.28416 2.19139 4.86929  C91 1.086
97 N 0.19379 7.86861 0.87529  C98 1.334, C102 1.332
98 C 0.59174 6.97930 -0.03523  N97 1.334, C99 1.387, H103 1.080
99 C 1.35487 7.30804 -1.14578  C98 1.387, C100 1.385, H104 1.082
100 C 1.72317 8.63128 -1.32468  C99 1.385, C101 1.385, H105 1.083
101 C 1.31676 9.56834 -0.38868  C100 1.385, C102 1.387, H106 1.081
102 C 0.55822 9.13573 0.68858  N97 1.332, C101 1.387, H107 1.085
103 H 0.28217 5.95983 0.14058  C98 1.080
104 H 1.65236 6.54342 -1.85077  C99 1.082
105 H 2.31809 8.92796 -2.17919  C100 1.083
106 H 1.58150 10.61197 -0.48917  C101 1.081
107 H 0.22252 9.83679 1.44522  C102 1.085

Results
Orbital gap = 0.2890 Eh
Calculated total energy = -76204.7426 eV
HOMO level = -9.0 eV

Results of the Mulliken charge analysis, in e, for atoms 1 through 6:
1. O -0.72
2. P 0.53
3. C 0.50
4. N -0.36
5. N 0.09
6. C 0.46

No. 2
This record from the Open Molecules 2025 dataset describes a 2-piece molecular cluster, C4H10N2O3S overall in a non-equilibrium geometry. The level of theory is ωB97M-V with the def2-TZVPD basis set.

Each atom is followed by the atoms it is bonded to, with distances in Å.
Element x y z (Å)
1 C -0.37011 0.61878 0.13515  C2 1.531, C3 1.519, H9 1.020, N15 1.484
2 C -0.40721 0.89283 1.64063  C1 1.531, O17 1.211, O19 1.367
3 C 1.02869 0.70037 -0.45043  C1 1.519, C4 1.575, H10 1.035, H11 1.047
4 C 1.98955 -0.31078 0.28027  C3 1.575, N16 1.432, O18 1.231
5 H -1.33839 -2.06606 -3.10885  S20 1.317
6 H -2.71543 -1.48088 -1.96628  S20 1.301
7 H -2.28906 1.41200 -0.04851  N15 1.048
8 H -1.05809 2.49322 -0.36406  N15 1.020
9 H -0.69459 -0.34001 0.00728  C1 1.020
10 H 0.98595 0.57405 -1.47666  C3 1.035
11 H 1.48094 1.61990 -0.23456  C3 1.047
12 H 2.32223 -2.31173 0.38284  N16 0.967
13 H 1.37308 -1.91830 -0.95079  N16 1.035
14 H -0.74603 -0.16272 3.13624  O19 0.942
15 N -1.35353 1.52727 -0.50564  C1 1.484, H7 1.048, H8 1.020
16 N 1.68972 -1.68406 0.00618  C4 1.432, H12 0.967, H13 1.035
17 O -0.71534 1.91335 2.21567  C2 1.211
18 O 2.75656 0.06454 1.16760  C4 1.231
19 O -0.48760 -0.32971 2.24598  C2 1.367, H14 0.942
20 S -1.45136 -1.21208 -2.11206  H5 1.317, H6 1.301

Results
Orbital gap = 0.3696 Eh
Calculated total energy = -24268.1594 eV
Energy above the lowest of the compared OMol25 structures with the same formula, charge and spin = 56.4 kJ/mol
HOMO level = -9.6 eV

Results of the natural (NBO) charge analysis, in e, for atoms 1 through 6:
1. C -0.15
2. C 0.78
3. C -0.50
4. C 0.69
5. H 0.14
6. H 0.14

Q: Which of these has the lowest calculated total energy?
A: C46H48N11OP